DFT (ωB97M-V with the def2-TZVPD basis set) results for a single C4H9F2N molecule in a non-equilibrium geometry.

```
! wB97M-V def2-TZVPD RIJCOSX def2/J DEFGRID3
* xyz 0 1
C -0.64311 1.80373 -0.68765
C -0.68900 0.26976 0.00465
N -1.41474 -0.54548 -0.87754
C 0.77908 -0.08727 0.38939
C 1.06287 -1.45983 0.92898
F 1.66326 0.06917 -0.75316
F 1.22161 0.91213 1.18459
H -1.70673 2.05581 -0.66230
H -0.08008 1.49872 -1.61515
H 0.05571 2.39896 0.07220
H -1.21247 0.39473 0.89513
H -1.15269 -0.51903 -1.81664
H -1.51271 -1.52891 -0.53933
H 1.03707 -2.15653 0.15696
H 2.15267 -1.48029 1.46524
H 0.43927 -1.62567 1.85464
*
```

Calculated values
frontier orbital gap: 10.46 eV
SMILES string: C[C@@H](N)C(C)(F)F
E_LUMO: 0.910 eV
energy relative to the best compared isomer or geometry (same formula, charge and spin): 15.42 kcal per mole
electronic energy: -11218.19339 eV
F_max: 5.161 eV Å⁻¹
HOMO: -9.5529 eV

Results of the natural (NBO) charge analysis, in e, for atoms 1 through 2: number 1, C, carries -0.629; number 2, C, carries -0.091


DFT (ωB97M-V with the def2-TZVPD basis set) results for 2 unconnected molecules or ions with the total composition C4H9F2N in a non-equilibrium geometry.

```
! wB97M-V def2-TZVPD RIJCOSX def2/J DEFGRID3
* xyz 0 1
C -0.64332 1.75719 0.47204
C -0.07698 -1.69921 -0.86198
C -0.21817 0.29744 0.49046
C 1.71467 0.44338 1.31928
N -0.42985 -0.27047 -0.79469
F 2.42262 1.27252 0.57002
F 1.73837 0.94011 2.60606
H -0.13192 2.17248 1.46084
H -1.69584 1.89396 0.53351
H -0.15304 2.24935 -0.45612
H 0.75824 -2.06906 -0.26843
H -0.98829 -2.28546 -0.64705
H 0.06288 -1.78406 -1.92363
H -0.66407 -0.26544 1.38350
H 2.16761 -0.50717 1.18184
H -0.06107 0.22317 -1.56300
*
```

Calculated values
frontier orbital gap: 9.34 eV
E_LUMO: 1.014 eV
energy relative to the best compared isomer or geometry (same formula, charge and spin): 54.95 kcal per mole
electronic energy: -11216.47915 eV
F_max: 3.910 eV Å⁻¹
HOMO: -8.3233 eV

Results of the natural (NBO) charge analysis, in e, for atoms 1 through 2: number 1, C, carries -0.647; number 2, C, carries -0.418


DFT (ωB97M-V with the def2-TZVPD basis set) results for 2 unconnected molecules or ions with the total composition C4H9F2O3P2 in a non-equilibrium geometry.

```
! wB97M-V def2-TZVPD RIJCOSX def2/J DEFGRID3
* xyz -1 1
C -2.35110 0.76054 0.72843
C -1.02775 0.05662 -1.81288
C 2.20642 -1.46591 1.11391
C 0.46552 0.54881 0.44135
O 1.92246 -0.63403 -1.51386
O -1.10445 -1.66383 0.36254
O 3.18741 0.94354 0.09182
F -0.71587 2.84556 -0.58148
F 0.50917 0.96410 1.68668
P -1.09210 -0.23241 -0.03887
P 2.11626 -0.01984 -0.17140
H -2.04958 1.74082 1.18141
H -2.93313 1.30593 0.04208
H -2.83688 0.10703 1.45316
H -1.55839 -0.82586 -2.42299
H -1.29428 0.97748 -2.16649
H -0.01152 -0.22407 -2.12752
H 3.30405 -1.70237 1.20008
H 1.63263 -1.12673 1.95840
H 1.63111 -2.35538 0.57566
*
```

Calculated values
frontier orbital gap (spin up / spin down): 7.06 / 7.07 eV
E_LUMO (spin up / spin down): 0.897 / 0.898 eV
energy relative to the best compared isomer or geometry (same formula, charge and spin): 97.85 kcal per mole
electronic energy: -34449.46406 eV
F_max: 5.087 eV Å⁻¹
HOMO (spin up / spin down): -6.1675 / -6.1712 eV

Results of the natural (NBO) charge analysis, in e, for atoms 1 through 2: number 1, C, carries -1.075; number 2, C, carries -1.037


DFT (ωB97M-V with the def2-TZVPD basis set) results for a single C4H9FN2 molecule in a non-equilibrium geometry.

```
! wB97M-V def2-TZVPD RIJCOSX def2/J DEFGRID3
* xyz 0 1
N 2.26982 -0.02056 -0.20904
C 1.06535 -0.48661 0.41122
C -0.04158 -1.28598 -0.37862
C -1.07883 -0.42685 0.38857
N -2.24042 0.03035 -0.36619
C 0.02898 0.62105 0.64835
F 0.08699 1.54203 -0.34658
H 2.06358 0.59531 -0.97187
H 2.80221 -0.79702 -0.58495
H 1.29066 -1.00777 1.35118
H -0.05101 -0.97214 -1.43582
H -0.05314 -2.40447 -0.26324
H -1.36977 -0.94354 1.32761
H -2.85235 -0.75339 -0.56047
H -2.75469 0.69044 0.21410
H 0.09221 1.11607 1.65218
*
```

Calculated values
frontier orbital gap: 10.02 eV
SMILES string: N[C@@H]1C[C@H](N)[C@@H]1F
E_LUMO: 0.973 eV
energy relative to the best compared isomer or geometry (same formula, charge and spin): 23.18 kcal per mole
electronic energy: -9990.75889 eV
F_max: 2.055 eV Å⁻¹
HOMO: -9.0508 eV

Results of the natural (NBO) charge analysis, in e, for atoms 1 through 2: number 1, N, carries -0.824; number 2, C, carries -0.067


DFT (ωB97M-V with the def2-TZVPD basis set) results for 2 unconnected molecules or ions with the total composition C4H9FN2O2 in a non-equilibrium geometry.

```
! wB97M-V def2-TZVPD RIJCOSX def2/J DEFGRID3
* xyz 0 1
C 0.46789 0.29459 1.58395
C -0.75303 1.51832 -0.18004
C -1.17308 -1.01699 0.07687
C -0.13803 0.17437 0.09747
N 1.09513 0.01760 -0.76174
N 1.51936 -1.13413 -1.13194
O 1.82735 -1.38905 -2.24398
O 1.67404 -1.87535 -0.17895
F 0.67531 0.86872 -2.29114
H -0.35773 0.68472 2.04917
H 0.77194 -0.77478 1.85197
H 1.25985 0.96518 1.57644
H -1.01109 1.55939 -1.14597
H 0.03073 2.15450 0.10107
H -1.56985 1.55979 0.43375
H -1.83546 -0.77145 0.80522
H -1.73082 -0.89318 -0.88246
H -0.75250 -1.94222 0.24032
*
```

Calculated values
frontier orbital gap (spin up / spin down): 9.47 / 9.47 eV
E_LUMO (spin up / spin down): -1.836 / -1.838 eV
energy relative to the best compared isomer or geometry (same formula, charge and spin): 102.90 kcal per mole
electronic energy: -14078.81657 eV
F_max: 7.178 eV Å⁻¹
HOMO (spin up / spin down): -11.3103 / -11.3127 eV

Results of the natural (NBO) charge analysis, in e, for atoms 1 through 2: number 1, C, carries -0.583; number 2, C, carries -0.599


DFT (ωB97M-V with the def2-TZVPD basis set) results for 3 unconnected molecules or ions with the total composition C4H9FO in a non-equilibrium geometry.

```
! wB97M-V def2-TZVPD RIJCOSX def2/J DEFGRID3
* xyz 0 1
C 1.89492 -0.62971 0.38135
C 0.15735 1.24003 0.19157
C -2.20115 -1.26158 -0.38929
C 0.84890 0.08871 -0.55280
O -2.54389 -0.54555 0.41921
F -3.64006 0.76884 -0.00725
H 2.11746 -1.58136 0.01092
H 1.39215 -0.86771 1.37323
H 2.74754 -0.05605 0.68006
H -0.59875 1.95652 -0.39228
H 0.82267 1.99213 0.79785
H -0.47526 0.91402 1.00434
H 1.28473 0.32501 -1.54148
H -1.93984 -1.64176 -1.43670
H 0.13324 -0.70154 -0.53875
*
```

Calculated values
frontier orbital gap (spin up / spin down): 9.32 / 8.25 eV
E_LUMO (spin up / spin down): -0.756 / -0.854 eV
energy relative to the best compared isomer or geometry (same formula, charge and spin): 130.71 kcal per mole
electronic energy: -9052.99012 eV
F_max: 3.613 eV Å⁻¹
HOMO (spin up / spin down): -10.0731 / -9.1046 eV

Results of the natural (NBO) charge analysis, in e, for atoms 1 through 2: number 1, C, carries -0.596; number 2, C, carries -0.644


DFT (ωB97M-V with the def2-TZVPD basis set) results for 2 unconnected molecules or ions with the total composition C4H9FOS2 in a non-equilibrium geometry.

```
! wB97M-V def2-TZVPD RIJCOSX def2/J DEFGRID3
* xyz 0 1
O -2.52286 -1.68683 -0.62350
C -2.36536 -0.55318 0.19560
S -1.45803 -0.28021 1.45200
S -3.58811 0.65124 -0.30117
H -3.23329 -1.54279 -1.20293
H -3.52403 1.24052 0.98028
C 2.05436 -0.86919 0.52813
C 1.37697 0.01572 -0.53577
C 1.15569 1.42365 -0.15737
F 0.15040 -0.49232 -0.94945
H 3.01929 -0.35785 0.87119
H 2.23517 -1.78837 -0.14052
H 1.27011 -1.06038 1.40931
H 2.02940 -0.11162 -1.43594
H 0.81658 1.53049 0.94257
H 0.47249 1.89052 -0.89046
H 2.11120 1.99060 -0.14198
*
```

Calculated values
frontier orbital gap: 9.09 eV
SMILES string: OC(=S)S.CC(C)F
E_LUMO: 0.157 eV
energy relative to the best compared isomer or geometry (same formula, charge and spin): 19.45 kcal per mole
electronic energy: -30727.85654 eV
F_max: 4.244 eV Å⁻¹
HOMO: -8.9377 eV

Results of the natural (NBO) charge analysis, in e, for atoms 1 through 2: number 1, O, carries -0.655; number 2, C, carries 0.007


DFT (ωB97M-V with the def2-TZVPD basis set) results for a gas-phase ion, C4H9I2N2 (charge +1) in a non-equilibrium geometry.

```
! wB97M-V def2-TZVPD RIJCOSX def2/J DEFGRID3
* xyz 1 1
C -1.55797 -0.10469 0.05445
C 0.10663 -0.31567 -1.72879
C -0.61696 0.30303 1.11864
C 1.59742 -0.07904 -0.10359
N -0.90810 0.37025 -1.22543
N 0.74970 -0.31031 1.12377
I 2.20089 2.04761 0.08797
I 3.06576 -1.62361 -0.05100
H -1.83211 -1.15853 -0.06043
H -2.48895 0.42838 0.08845
H 0.52294 0.16063 -2.60875
H -0.01056 -1.40065 -1.77372
H -0.44434 1.38999 1.06953
H -1.08544 0.19168 2.24300
H -1.26766 1.18226 -1.61139
H 1.23416 0.22485 1.92686
H 0.73459 -1.30619 1.45043
*
```

Calculated values
frontier orbital gap: 8.11 eV
E_LUMO: -4.057 eV
energy relative to the best compared isomer or geometry (same formula, charge and spin): 49.18 kcal per mole
electronic energy: -23465.92002 eV
F_max: 4.386 eV Å⁻¹
HOMO: -12.1658 eV

Results of the natural (NBO) charge analysis, in e, for atoms 1 through 2: number 1, C, carries -0.266; number 2, C, carries 0.005


DFT (ωB97M-V with the def2-TZVPD basis set) results for 2 unconnected molecules or ions with the total composition C4H9I2P in a non-equilibrium geometry.

```
! wB97M-V def2-TZVPD RIJCOSX def2/J DEFGRID3
* xyz 0 1
C -0.08782 -0.42174 -1.26430
C -0.01388 0.77090 -0.72980
C -1.30192 1.37139 -0.30033
C 1.17477 1.66053 -0.60602
H -1.10449 -0.83018 -1.27059
H 0.69033 -0.90636 -1.66416
H -2.13451 1.10892 -0.91718
H -1.71286 0.88840 0.62197
H -0.96119 2.44491 -0.16237
H 0.93049 2.57921 -1.11608
H 2.11298 1.14302 -0.88082
H 1.33932 1.90132 0.41832
I 1.44858 -1.17918 2.05717
P 0.37428 -3.24642 2.64088
I -1.70956 -3.15111 1.38206
H 0.95549 -4.13361 1.79126
*
```

Calculated values
frontier orbital gap: 8.28 eV
SMILES string: C=C(C)C.IPI
E_LUMO: -0.487 eV
electronic energy: -29783.26736 eV
F_max: 3.672 eV Å⁻¹
HOMO: -8.7672 eV

Results of the natural (NBO) charge analysis, in e, for atoms 1 through 2: number 1, C, carries -0.410; number 2, C, carries 0.036


DFT (ωB97M-V with the def2-TZVPD basis set) results for a molecular structure, C4H9IO2 in a non-equilibrium geometry.

```
! wB97M-V def2-TZVPD RIJCOSX def2/J DEFGRID3
* xyz 0 1
C 0.55800 1.17630 -0.86290
C -0.57130 0.76203 1.35600
C 0.93185 -1.04977 0.39444
C -0.03140 0.08813 0.10591
O -1.15370 -0.42672 -0.33107
O -0.74982 -1.37514 -1.72446
I -2.23190 -2.49832 -2.02292
H 0.87227 0.61649 -1.71068
H -0.06288 2.09461 -0.92720
H 1.41606 1.54643 -0.35021
H -0.94463 0.11685 2.12295
H -1.45698 1.22759 0.92498
H -0.01698 1.65918 1.79030
H 1.00922 -1.34796 -0.60361
H 1.92422 -0.82577 0.64457
H 0.50796 -1.76393 1.19388
*
```

Calculated values
frontier orbital gap: 8.21 eV
E_LUMO: -1.031 eV
energy relative to the best compared isomer or geometry (same formula, charge and spin): 104.90 kcal per mole
electronic energy: -16484.24837 eV
F_max: 5.896 eV Å⁻¹
HOMO: -9.2455 eV

Results of the natural (NBO) charge analysis, in e, for atoms 1 through 2: number 1, C, carries -0.637; number 2, C, carries -0.608


DFT (ωB97M-V with the def2-TZVPD basis set) results for a molecular structure, C4H9LiO4Tb in a non-equilibrium geometry.

```
! wB97M-V def2-TZVPD RIJCOSX def2/J DEFGRID3
* xyz 1 7
O -2.55883 0.58785 -1.59687
Li -3.35780 1.39998 -0.17313
O -1.93859 0.98231 1.08465
C -0.94258 1.15140 1.99368
O 0.24482 0.43895 1.63269
C 1.00398 0.91054 0.52597
C 1.46430 -0.33205 -0.20508
O 0.33773 -0.95565 -0.82471
C 0.64232 -2.08809 -1.62675
Tb -1.70811 -0.31234 -0.42502
H -1.20995 0.77853 2.99871
H -0.64182 2.21707 2.06922
H 1.93222 1.63792 0.30490
H 0.47913 1.83501 0.22836
H 1.93021 -1.06080 0.47632
H 2.20147 -0.07822 -0.98131
H -0.30233 -2.45570 -2.04292
H 1.31870 -1.79597 -2.44196
H 1.10514 -2.86073 -0.99672
*
```

Calculated values
frontier orbital gap (spin up / spin down): 9.99 / 8.92 eV
E_LUMO (spin up / spin down): -3.705 / -3.764 eV
energy relative to the best compared isomer or geometry (same formula, charge and spin): 62.14 kcal per mole
electronic energy: -35114.01464 eV
F_max: 8.470 eV Å⁻¹
HOMO (spin up / spin down): -13.6989 / -12.6799 eV

Results of the Löwdin charge analysis, in e, for atoms 1 through 2: number 1, O, carries -0.633; number 2, Li, carries 0.736


DFT (ωB97M-V with the def2-TZVPD basis set) results for a gas-phase ion, C4H9N (charge -1) in a non-equilibrium geometry.

```
! wB97M-V def2-TZVPD RIJCOSX def2/J DEFGRID3
* xyz -1 2
C -0.37506 1.44088 -0.48566
C -0.02499 -0.06547 -0.47122
C 0.05639 -0.72452 0.78933
N 0.22770 -0.05294 1.99462
C 0.06388 -0.81772 -1.75383
H -0.05860 2.10882 0.29581
H -1.44279 1.49739 -0.57705
H 0.02487 1.83995 -1.40629
H 0.24422 -1.81891 0.86431
H 0.88097 -0.38847 2.80847
H 0.14843 0.99202 2.03210
H 0.46047 -0.12759 -2.51103
H -0.95297 -1.03562 -2.13467
H 0.78021 -1.69604 -1.80573
*
```

Calculated values
frontier orbital gap (spin up / spin down): 2.86 / 7.24 eV
E_LUMO (spin up / spin down): 4.257 / 4.088 eV
energy relative to the best compared isomer or geometry (same formula, charge and spin): 21.09 kcal per mole
electronic energy: -5781.27325 eV
F_max: 4.657 eV Å⁻¹
HOMO (spin up / spin down): 1.3928 / -3.1519 eV

Results of the natural (NBO) charge analysis, in e, for atoms 1 through 2: number 1, C, carries -0.811; number 2, C, carries -0.193


> Which of these has the lowest electronic energy?

C4H9LiO4Tb